Here is a molecular structure, C28H30N4O7P2RuSSi from OMol25. Energies are from wB97M-V/def2-TZVPD.

XYZ file:
```
74
Properties=species:S:1:pos:R:3
Ru -0.08735 0.04861 -0.19732
N -2.16055 -2.53597 2.77759
C -1.58035 -1.53395 2.03564
S -1.89854 -1.60130 0.30204
N -0.92064 -0.62363 2.65088
N -0.36906 0.36404 1.90427
C 0.46021 1.13495 2.52910
C 1.14109 2.25202 1.96683
C 2.06454 2.95315 2.76374
C 2.78078 4.02102 2.28266
C 2.59445 4.42810 0.95629
C 1.69128 3.77836 0.14706
C 0.92495 2.69062 0.61716
O 0.02344 2.15526 -0.14621
H -2.34163 -3.37399 2.25100
H -1.71401 -2.69901 3.66741
H 0.66710 0.87033 3.56415
H 2.20338 2.62352 3.78892
H 3.48488 4.53934 2.92124
H 3.17212 5.25651 0.56433
H 1.53603 4.08292 -0.88076
N 4.04575 -2.34279 0.29661
C 2.98954 -2.83304 -0.68862
C 3.49724 -4.07255 -1.39572
P 1.59225 -3.14899 0.48942
O 0.44089 -3.85136 -0.37904
O 2.17299 -4.07545 1.49450
O 1.17662 -1.76723 0.91513
P 2.92105 -1.35546 -1.84520
O 2.54578 -1.97623 -3.27543
O 4.35931 -0.93881 -1.84810
O 1.88328 -0.36237 -1.42212
H 4.43608 -3.11091 0.83674
H 3.56448 -1.70990 0.94818
H 4.70434 -1.77673 -0.30297
H 3.65296 -4.88245 -0.67850
H 4.42550 -3.86351 -1.93417
H 2.75344 -4.39621 -2.12134
H -0.33311 -3.25063 -0.38230
H 1.58628 -1.92894 -3.43206
C -5.68217 0.65874 -2.09648
C -5.14289 -0.12344 -3.10620
C -3.76425 -0.25019 -3.22512
C -2.90395 0.39563 -2.33860
C -3.46588 1.17895 -1.32742
C -4.83959 1.31474 -1.20754
Si -1.01047 0.22646 -2.42420
C -0.67795 -1.21026 -3.62737
C -0.97010 -2.52341 -3.24438
C -0.67835 -3.60047 -4.06697
C -0.10733 -3.38234 -5.31482
C 0.16186 -2.08507 -5.72908
C -0.10979 -1.01302 -4.88879
C -0.37702 1.79522 -3.28640
C -1.24082 2.68823 -3.92013
C -0.76046 3.84526 -4.51907
C 0.59670 4.13252 -4.48768
C 1.46991 3.25600 -3.85665
C 0.98626 2.10093 -3.26005
H -6.75711 0.75299 -1.99722
H -5.79741 -0.64054 -3.79846
H -3.34969 -0.86427 -4.01804
H -2.80764 1.67704 -0.62227
H -5.25778 1.92005 -0.41215
H -1.45785 -2.69361 -2.29234
H -0.88773 -4.60862 -3.73074
H 0.12436 -4.21931 -5.96168
H 0.59277 -1.91014 -6.70741
H 0.11811 -0.00401 -5.21397
H -2.30436 2.47566 -3.94313
H -1.44592 4.52806 -5.00785
H 0.97165 5.03904 -4.94814
H 2.53013 3.47865 -3.82031
H 1.67268 1.42626 -2.75874
```

Multiplicity   2
LUMO energy (alpha / beta)   0.083 / 0.094 Ha
M   757.74 g mol⁻¹
Energy relative to the best compared isomer or geometry (same formula, charge and spin)   31.0 kJ/mol
Net charge   -1
Expectation value of S²   1.01
DFT total energy   -89697.3776 eV